#i
Entry from the OMol25 dataset: 2 unconnected molecules or ions with the total composition C6H14N2O2 (ωB97M-V/def2-TZVPD).

- E_HOMO: -9.5656 eV
- LUMO: 0.644 eV
- Molar mass: 146.2 g/mol
- Total charge: 0
- SMILES: CNC(C)=O.CNC(C)=O

```
24
C6H14N2O2, DFT ωB97M-V/def2-TZVPD
C 2.137 -1.125 2.151
C -1.381 0.170 1.619
C 0.890 -0.310 2.353
O 0.854 0.574 3.190
N -0.217 -0.713 1.647
H 2.294 -1.442 1.114
H 0.008 -1.086 0.732
H -2.246 -0.341 2.033
H 3.039 -0.566 2.379
H 2.026 -2.051 2.715
H -1.176 1.081 2.177
H -1.628 0.486 0.613
C 1.493 0.691 -1.914
C -2.264 0.261 -1.967
C -0.821 -0.124 -1.740
O -0.466 -1.291 -1.698
N 0.063 0.901 -1.801
H -0.204 1.868 -1.733
H 1.908 1.318 -2.701
H -2.619 0.971 -1.212
H 1.993 0.965 -1.006
H 1.714 -0.350 -2.096
H -2.449 0.693 -2.931
H -2.948 -0.582 -1.925
```

Mulliken population analysis, charges in e, atoms 1 to 6: C -1.09; C -0.55; C 0.73; O -0.63; N -0.24; H 0.32

---

#ii
Entry from the OMol25 dataset: 2 unconnected molecules or ions with the total composition C6H14N2O2 (ωB97M-V/def2-TZVPD).

- E_HOMO: -9.4105 eV
- LUMO: 0.773 eV
- Molar mass: 146.2 g/mol
- Total charge: 0
- SMILES: CNC(C)=O.CNC(C)=O

```
24
C6H14N2O2, DFT ωB97M-V/def2-TZVPD
C 4.039 1.771 0.677
C 1.496 1.915 -2.127
C 3.339 1.360 -0.609
O 3.599 0.331 -1.193
N 2.248 2.132 -0.908
H 3.277 1.973 1.429
H 2.155 3.072 -0.570
H 2.106 1.797 -3.032
H 4.682 1.008 1.111
H 4.628 2.680 0.562
H 0.885 1.007 -2.184
H 0.860 2.779 -2.337
C -1.806 -3.003 -0.359
C -3.773 -0.738 1.956
C -2.514 -1.742 0.043
O -2.633 -0.685 -0.524
N -3.102 -1.846 1.343
H -0.751 -2.734 -0.168
H -2.774 -2.594 1.930
H -3.911 0.089 1.253
H -2.023 -3.926 0.171
H -1.947 -3.250 -1.422
H -4.827 -1.027 2.094
H -3.254 -0.370 2.863
```

Mulliken population analysis, charges in e, atoms 1 to 6: C -1.09; C -0.82; C 0.66; O -0.60; N -0.17; H 0.32

---

#iii
Entry from the OMol25 dataset: a single C6H14N2O2 molecule (ωB97M-V/def2-TZVPD).

- E_HOMO: -9.3575 eV
- LUMO: 0.894 eV
- Molar mass: 146.2 g/mol
- Total charge: 0
- SMILES: CC(=O)[C@H](N)[C@H](O)[C@@H](C)N

```
24
C6H14N2O2, DFT ωB97M-V/def2-TZVPD
C -0.951 0.202 0.592
C 0.197 0.281 -2.538
C -1.371 0.128 2.062
C 0.509 -0.819 -1.571
N -1.697 1.204 -0.166
O 0.236 -1.988 -1.753
H -1.195 -0.765 0.141
H -2.677 0.943 -0.225
H -1.650 2.101 0.309
H -0.192 -0.129 -3.467
H 1.073 0.896 -2.730
H -0.573 0.914 -2.091
H -0.852 -0.685 2.563
H -2.445 -0.044 2.132
H -1.133 1.061 2.570
N 1.688 -1.549 0.500
C 0.617 0.625 0.477
C 1.376 -0.418 -0.365
O 1.250 0.781 1.700
H 1.578 -0.105 1.944
H 2.420 -2.116 0.087
H 0.867 -2.148 0.568
H 0.616 1.600 -0.019
H 2.311 0.029 -0.719
```

Mulliken population analysis, charges in e, atoms 1 to 6: C 0.14; C -1.36; C -1.62; C 0.84; N -0.54; O -0.58

---

The structure with the least stability is #iii.

---

#i
Entry from the OMol25 dataset: 2 unconnected molecules or ions with the total composition C6H14N2O2 (ωB97M-V/def2-TZVPD).

- E_HOMO: -9.0123 eV
- LUMO: 0.599 eV
- Molar mass: 146.2 g/mol
- Total charge: 0
- SMILES: CNC(C)=O.CNC(C)=O

```
24
C6H14N2O2, DFT ωB97M-V/def2-TZVPD
C -3.459 -0.142 -0.360
C -1.255 2.254 1.633
C -2.246 0.452 0.285
O -1.122 0.156 -0.102
N -2.400 1.460 1.189
H -4.098 -0.734 0.298
H -3.188 1.577 1.801
H -1.440 2.609 2.646
H -4.135 0.618 -0.760
H -3.114 -0.743 -1.196
H -0.324 1.698 1.622
H -1.173 3.144 1.004
C 2.391 -0.207 -2.335
C 1.230 -1.444 0.981
C 2.198 -1.050 -0.072
O 3.362 -0.755 0.117
N 1.619 -0.947 -1.332
H 0.616 -0.909 -1.224
H 2.582 0.799 -1.960
H 1.616 -1.621 1.984
H 3.307 -0.763 -2.500
H 1.773 -0.161 -3.229
H 0.420 -0.718 1.109
H 0.636 -2.337 0.754
```

Mulliken population analysis, charges in e, atoms 1 to 6: C -1.16; C -0.78; C 0.66; O -0.61; N -0.18; H 0.32

---

#ii
Entry from the OMol25 dataset: a single C6H14N2O2 molecule (ωB97M-V/def2-TZVPD).

- E_HOMO: -8.8438 eV
- LUMO: 0.669 eV
- Molar mass: 146.2 g/mol
- Total charge: 0
- SMILES: CCN(O)C[C@H](C)C(N)=O

```
24
C6H14N2O2, DFT ωB97M-V/def2-TZVPD
C 1.325 0.407 0.661
C -0.106 0.966 0.501
C -1.538 -0.717 -0.909
C 2.348 1.528 0.492
C -2.681 0.142 -1.328
N -1.198 0.005 0.542
C 1.573 -0.690 -0.369
N 1.373 -1.948 0.100
O -0.969 -0.886 1.649
O 1.951 -0.469 -1.503
H -1.787 -0.863 2.162
H 1.409 -0.024 1.661
H 0.843 -2.084 0.945
H 1.400 -2.707 -0.563
H -0.190 1.484 -0.455
H -0.272 1.694 1.304
H -0.675 -0.664 -1.571
H -1.841 -1.725 -0.629
H 3.350 1.165 0.713
H 2.343 1.880 -0.538
H 2.121 2.361 1.155
H -2.950 0.551 -0.273
H -3.455 -0.418 -1.843
H -2.372 1.012 -1.904
```

Mulliken population analysis, charges in e, atoms 1 to 6: C 0.96; C -1.25; C -0.10; C -1.63; C -1.15; N 0.04

---

The structure with the least stability is #ii.